The following is a quantum chemistry calculation of a single C4H11N3 molecule in a non-equilibrium geometry, from OMol25.

ORCA input file:
```
! RIJCOSX wB97M-V def2-TZVPD def2/J DEFGRID3
* xyz 0 1
C -0.689 -1.304 -0.166
C -0.546 -0.339 1.091
C -0.086 1.096 0.923
N 1.525 0.714 -1.724
C 1.994 0.804 -0.528
N 1.315 1.197 0.578
N -1.865 -0.963 -0.970
H 0.154 -1.402 -0.853
H -0.785 -2.256 0.367
H 0.058 -0.913 1.787
H -1.618 -0.315 1.271
H -0.805 1.588 0.251
H -0.199 1.665 1.845
H 0.542 0.464 -1.750
H 3.066 0.665 -0.383
H 1.918 1.626 1.258
H -1.581 -0.533 -1.838
H -2.399 -1.795 -1.160
*
```

The value obtained for the total energy is -8795.4668 eV. The value obtained for the LUMO energy is 0.95 eV. For the HOMO-LUMO gap, the calculation gives 9.58 eV.


The following is a quantum chemistry calculation of 2 unconnected molecules or ions with the total composition C4H11N3 in a non-equilibrium geometry, from OMol25.

ORCA input file:
```
! RIJCOSX wB97M-V def2-TZVPD def2/J DEFGRID3
* xyz 0 1
C 1.933 -0.170 0.677
C -0.464 -2.023 0.488
N 0.031 -0.874 0.553
H 1.751 0.572 1.441
H 2.180 -1.144 1.077
H 2.661 0.136 -0.062
H -1.437 -2.126 -0.030
H 0.050 -2.911 0.860
C -1.299 1.314 0.500
C -0.695 0.328 -0.496
N 0.643 0.807 -0.934
N -1.561 -0.115 -1.417
H 0.766 1.815 -0.911
H 0.906 0.386 -1.820
H -1.080 -0.656 -2.137
H -2.192 0.868 0.936
H -0.600 1.569 1.300
H -1.590 2.225 -0.025
*
```

The value obtained for the total energy is -8791.2523 eV. The value obtained for the LUMO energy is -0.08 eV. For the HOMO-LUMO gap, the calculation gives 6.98 eV.


The following is a quantum chemistry calculation of a single C4H11N3 molecule, from OMol25.

ORCA input file:
```
! RIJCOSX wB97M-V def2-TZVPD def2/J DEFGRID3
* xyz 0 1
C -0.699 1.809 0.748
C 0.078 0.540 0.975
C 1.406 0.419 0.482
H -0.148 -0.004 1.886
H -0.263 2.683 1.248
H -0.778 2.029 -0.322
H -1.722 1.698 1.116
H 2.098 -0.256 0.977
H 1.909 1.274 0.035
C -0.435 -0.725 -0.604
N -0.683 -1.930 0.105
N 1.021 -0.523 -1.046
N -1.241 -0.259 -1.503
H -0.769 -2.732 -0.512
H -0.059 -2.112 0.878
H 1.487 -1.406 -1.269
H 0.994 0.048 -1.892
H -2.195 -0.552 -1.302
*
```

The value obtained for the total energy is -8793.4637 eV. The value obtained for the LUMO energy is 0.79 eV. For the HOMO-LUMO gap, the calculation gives 7.81 eV.


The following is a quantum chemistry calculation of a single C4H11N3 molecule in a non-equilibrium geometry, from OMol25.

ORCA input file:
```
! RIJCOSX wB97M-V def2-TZVPD def2/J DEFGRID3
* xyz 0 1
C -1.972 0.238 -0.174
C -0.866 0.526 0.776
C 0.590 0.224 0.508
C 1.017 0.129 -0.764
N 2.284 -0.356 -1.104
N 1.421 0.097 1.695
N -1.961 -1.062 -0.837
H -1.973 0.966 -1.005
H -3.009 0.181 0.386
H -0.925 1.635 1.247
H -1.148 -0.155 1.656
H 0.404 0.370 -1.655
H 2.543 -0.653 -2.053
H 3.021 0.184 -0.781
H 1.236 0.784 2.420
H 2.474 -0.195 1.704
H -1.652 -1.720 -0.287
H -1.484 -1.192 -1.733
*
```

The value obtained for the total energy is -8794.6571 eV. The value obtained for the LUMO energy is 0.99 eV. For the HOMO-LUMO gap, the calculation gives 8.40 eV.


Please write out number 1 again, unchanged.
The following is a quantum chemistry calculation of a single C4H11N3 molecule in a non-equilibrium geometry, from OMol25.

ORCA input file:
```
! RIJCOSX wB97M-V def2-TZVPD def2/J DEFGRID3
* xyz 0 1
C -0.689 -1.304 -0.166
C -0.546 -0.339 1.091
C -0.086 1.096 0.923
N 1.525 0.714 -1.724
C 1.994 0.804 -0.528
N 1.315 1.197 0.578
N -1.865 -0.963 -0.970
H 0.154 -1.402 -0.853
H -0.785 -2.256 0.367
H 0.058 -0.913 1.787
H -1.618 -0.315 1.271
H -0.805 1.588 0.251
H -0.199 1.665 1.845
H 0.542 0.464 -1.750
H 3.066 0.665 -0.383
H 1.918 1.626 1.258
H -1.581 -0.533 -1.838
H -2.399 -1.795 -1.160
*
```

The value obtained for the total energy is -8795.4668 eV. The value obtained for the LUMO energy is 0.95 eV. For the HOMO-LUMO gap, the calculation gives 9.58 eV.